(1)
Density functional theory data (ωB97M-V/def2-TZVPD) for an isolated molecule of C8H18N2.

Geometry as XYZ:
```
28
Properties=species:S:1:pos:R:3:forces:R:3:mulliken_charge:R:1
C 1.8261 -2.7908 0.5800 -0.01 -0.05 0.24 -0.96
N 1.5650 -1.3613 0.6665 -0.62 0.36 -1.01 -0.42
C 0.6045 -0.8557 -0.4245 0.87 -0.72 1.52 0.36
C 1.3952 -0.1152 -1.4870 0.28 0.11 -0.16 -1.67
C -0.5970 -0.1856 0.2500 -0.14 1.07 -0.28 0.68
N -1.7390 -1.1009 0.4768 0.49 0.71 -0.26 -0.61
C -0.4418 0.8323 1.3679 -0.26 -0.31 0.11 -1.63
C -0.8871 1.3808 0.0393 -0.50 -1.06 0.90 1.71
C -2.3365 1.7642 -0.1629 -0.24 0.00 0.21 -1.75
C 0.0478 2.4253 -0.5223 0.34 -0.12 -0.54 -1.73
H 2.6036 -3.0703 1.2988 -0.06 0.04 -0.11 0.34
H 2.1803 -3.0797 -0.4151 -0.07 0.16 0.12 0.31
H 0.9272 -3.3737 0.8194 0.04 -0.25 -0.17 0.30
H 1.1811 -1.1615 1.5887 -0.04 0.05 -0.40 0.29
H 0.1965 -1.7374 -0.9377 -0.08 0.01 0.18 0.26
H 0.7339 0.2950 -2.2565 0.06 0.07 0.15 0.33
H 2.0713 -0.8097 -1.9988 -0.11 -0.05 0.18 0.38
H 2.0323 0.6671 -1.0694 -0.22 -0.06 -0.06 0.26
H -1.9088 -1.6956 -0.3304 0.07 0.20 0.08 0.29
H -1.5474 -1.7175 1.2652 0.06 0.26 -0.15 0.27
H 0.5601 1.0693 1.7114 0.01 0.10 -0.19 0.35
H -1.1679 0.8234 2.1768 0.00 -0.29 -0.10 0.38
H -3.0420 1.0522 0.2736 0.26 -0.04 -0.08 0.42
H -2.5538 1.8388 -1.2338 0.00 0.04 0.08 0.34
H -2.5447 2.7381 0.2946 0.08 -0.01 -0.11 0.38
H -0.2454 3.4209 -0.1658 -0.23 -0.24 0.03 0.44
H 0.0046 2.4468 -1.6147 0.18 0.13 0.04 0.32
H 1.0816 2.3004 -0.1902 -0.15 -0.13 -0.22 0.36
```
Forces are in eV/Å.

## Properties
* relative energy (zero: lowest compared OMol25 entry of this formula, charge and spin): 35.7 kcal/mol
* lowest unoccupied orbital energy: 1.0 eV

(2)
Density functional theory data (ωB97M-V/def2-TZVPD) for an isolated molecule of C8H18N2O.

Geometry as XYZ:
```
29
Properties=species:S:1:pos:R:3:forces:R:3:mulliken_charge:R:1
C -0.5049 1.1033 3.2557 0.39 3.39 -0.37 -1.34
C -0.7611 0.0796 2.2024 4.39 -2.82 -1.18 0.82
C -1.9733 -0.7494 2.5161 -5.39 -0.25 -0.21 -1.06
C -0.6096 0.8673 0.8211 1.14 -3.91 0.41 -1.28
N -0.8033 0.0244 -0.3881 1.17 -1.24 -1.86 0.86
C 0.3478 -0.7337 -1.1932 -2.92 -2.43 0.86 -1.19
C 0.9540 -0.2299 -2.4955 1.83 0.26 0.67 0.64
C 2.0699 -1.3627 -2.8626 1.96 2.04 1.40 -1.05
C 1.5534 1.0778 -1.9206 1.59 4.09 -2.23 -1.22
N -2.0794 -0.1801 -0.7753 1.17 0.87 0.53 -0.21
O -2.1986 -0.7627 -1.8232 -0.16 -0.44 -0.27 -0.48
H -0.5264 0.6470 4.2416 0.20 0.43 0.16 0.42
H -1.2801 1.9836 3.1712 0.79 -1.89 0.42 0.29
H 0.4419 1.7633 3.0391 -1.26 -1.75 0.68 0.31
H 0.1522 -0.7107 2.1049 -1.50 1.77 0.71 0.13
H -2.3461 -1.0595 3.7144 1.84 1.16 -3.48 0.25
H -2.7659 0.0713 2.1777 0.56 -1.88 0.98 0.27
H -2.3198 -1.7050 1.8393 1.55 2.40 1.55 0.24
H -1.4857 1.4128 0.8207 -1.17 2.60 -0.20 0.58
H 0.4616 1.2552 0.8099 -1.93 0.21 -0.09 0.30
H -0.0609 -1.7756 -1.4787 0.19 1.46 1.13 0.23
H 1.1192 -0.8694 -0.4187 -0.15 0.15 -0.48 0.41
H 0.2926 -0.1397 -3.4187 0.52 0.29 1.69 0.27
H 3.0266 -0.9018 -3.5022 -3.00 -1.33 1.09 0.31
H 1.5102 -2.2506 -3.3022 1.32 0.99 0.57 0.35
H 2.6505 -1.5520 -1.8134 -1.57 -0.25 -2.47 0.23
H 0.8033 1.7443 -1.4317 0.02 -0.86 -0.41 0.38
H 1.9471 1.8787 -2.7629 -0.60 -2.18 1.77 0.30
H 2.3843 1.0740 -1.1270 -0.98 -0.90 -1.35 0.26
```
Forces are in eV/Å.

## Properties
* relative energy (zero: lowest compared OMol25 entry of this formula, charge and spin): 139.5 kcal/mol
* lowest unoccupied orbital energy: 0.8 eV

(3)
Density functional theory data (ωB97M-V/def2-TZVPD) for an isolated molecule of C8H18N2O2S.

Geometry as XYZ:
```
31
Properties=species:S:1:pos:R:3:forces:R:3:mulliken_charge:R:1
C 2.1754 -0.0228 1.6563 2.27 -1.15 -1.09 -1.54
C 1.7953 -0.2220 0.1536 0.82 0.92 -0.22 1.30
C 1.4450 -1.6552 -0.0389 -1.25 -0.94 -0.42 -1.25
C 2.9483 0.1618 -0.8464 -0.68 1.15 1.04 -1.63
N 0.6401 0.5861 -0.3146 1.08 0.28 0.17 0.16
N -0.5889 0.8828 0.6054 3.52 2.60 0.42 -0.42
C -1.7784 0.7147 -0.1397 -1.34 -1.74 -2.47 2.17
C -1.6138 0.8157 -1.7053 -1.47 2.26 0.58 -1.52
C -2.1858 -0.7226 0.1583 -2.63 -0.69 1.21 -2.17
C -2.8536 1.6549 0.3107 -1.46 1.35 1.85 -1.63
S 0.5321 2.1464 0.0889 -1.37 -1.29 0.90 0.77
O 0.1586 3.0593 -0.9314 -0.43 0.11 -0.55 -0.55
O 1.4034 2.6235 1.1074 0.07 0.13 0.36 -0.59
H 2.5898 0.9768 1.8301 0.12 -0.65 0.14 0.36
H 1.2621 -0.1089 2.1770 -0.93 -0.25 1.03 0.45
H 2.9229 -0.9018 1.9708 -1.60 2.15 -0.58 0.39
H 0.3450 -1.7684 0.1962 1.36 -0.35 0.14 0.13
H 2.1053 -2.2159 0.6570 -0.74 -0.25 -0.84 0.40
H 1.5598 -1.9361 -1.1129 0.05 -0.09 0.86 0.36
H 2.6444 0.4333 -1.8717 -0.33 -1.33 0.14 0.37
H 3.3133 1.1774 -0.5935 0.62 -0.76 0.64 0.36
H 3.6480 -0.6770 -0.7251 0.33 0.79 -0.56 0.42
H -1.7517 1.9504 -2.0418 0.30 -2.83 0.32 0.29
H -0.6832 0.4154 -1.9649 1.50 0.04 -0.52 0.35
H -2.2666 0.0837 -2.1654 -0.89 0.52 -0.15 0.45
H -2.3030 -0.9743 1.2174 0.40 0.68 0.33 0.49
H -1.6387 -1.5519 -0.1897 1.34 -0.49 -1.03 0.55
H -3.2177 -0.9548 -0.1689 0.37 0.50 -0.41 0.51
H -3.8034 1.1258 0.5376 0.42 0.20 -0.79 0.36
H -2.7053 2.1196 1.3308 0.54 -0.34 -1.05 0.38
H -3.0257 2.4778 -0.4139 0.04 -0.54 0.53 0.29
```
Forces are in eV/Å.

## Properties
* relative energy (zero: lowest compared OMol25 entry of this formula, charge and spin): 55.1 kcal/mol
* lowest unoccupied orbital energy: 0.7 eV

(4)
Density functional theory data (ωB97M-V/def2-TZVPD) for a cluster of 2 separate species, C8H18N3O in total.

Geometry as XYZ:
```
30
Properties=species:S:1:pos:R:3:forces:R:3:mulliken_charge:R:1
C 0.1125 1.7854 0.6956 -0.49 -0.22 -0.27 -0.59
C 1.0465 1.3359 -0.2296 -1.92 0.19 0.90 0.61
C -1.1535 0.8085 -0.8099 4.43 -1.46 -3.33 -0.41
C 2.4370 1.3057 0.0653 4.07 0.34 -0.09 -1.34
C -2.3221 1.5449 1.1931 -3.51 1.29 -0.01 -0.86
C 0.5695 -2.1085 0.1791 -0.29 1.58 1.01 -0.79
C -0.5136 -2.0043 2.4699 0.69 1.68 -1.69 -0.91
C 0.4784 -0.0931 -3.5086 -4.25 0.72 1.46 -0.57
N -1.1841 1.4243 0.3514 2.12 -0.25 -2.73 0.28
N 0.4200 0.7633 -1.2529 -5.70 0.19 0.70 0.18
N -0.5032 -1.5150 0.9891 0.82 -0.85 2.21 -0.12
O 1.0634 0.0185 -2.2326 0.52 0.56 2.13 -0.17
H 0.2814 2.3939 1.5594 0.10 -0.09 0.30 0.53
H -1.7989 0.3606 -1.6060 0.03 0.76 1.63 0.37
H 3.1339 1.0247 -0.7741 -1.07 0.48 0.45 0.34
H 2.6582 0.5057 0.8060 -0.26 0.74 -0.10 0.31
H 2.7839 2.3210 0.4323 -0.34 -1.34 -0.15 0.39
H -2.2717 0.7686 1.9499 -0.02 0.19 0.23 0.34
H -2.4070 2.5807 1.5752 0.62 -0.70 0.33 0.34
H -3.3693 1.5009 0.6643 2.31 -0.52 0.39 0.32
H 0.1735 -2.6662 -0.6291 -0.21 -0.74 -0.89 0.29
H 1.0982 -1.2384 -0.1913 0.78 -0.52 -0.39 0.11
H 1.2152 -2.7189 0.7890 0.27 -0.23 0.07 0.37
H -0.1552 -3.0698 2.5804 -0.17 1.31 -0.06 0.32
H 0.1733 -1.1705 2.8569 -0.76 -1.96 0.48 0.29
H -1.5075 -1.9058 2.9426 0.45 0.02 -0.40 0.30
H 0.2170 0.8829 -3.9237 0.44 -0.03 -0.19 0.31
H -0.5294 -0.6608 -3.4038 1.70 0.53 -0.43 0.24
H 1.1938 -0.6337 -4.0187 1.21 -1.03 -1.41 0.31
H -1.3401 -1.5407 0.4807 -1.55 -0.67 -0.14 0.24
```
Forces are in eV/Å.

## Properties
* net charge: +1
* relative energy (zero: lowest compared OMol25 entry of this formula, charge and spin): 69.3 kcal/mol
* lowest unoccupied orbital energy: -3.4 eV